(1)
32
Properties=species:S:1:pos:R:3 method="wB97M-V/def2-TZVPD" de_lowest_kj_mol=133.10 spin_multiplicity=1
Ag 4.3330 0.4455 0.9575
C -1.6249 -2.8598 -4.1097
N -1.2511 -1.9284 -3.1151
C -1.7911 -0.6827 -3.0439
C -1.5609 0.0335 -1.9095
C -0.6456 -0.3978 -0.9074
C 0.0137 -1.6181 -1.1630
C -0.3940 -2.4258 -2.2366
C -0.4351 0.4776 0.3073
C 0.7337 0.2597 1.1055
C 0.6817 0.8467 2.4419
N -0.1919 1.8274 2.7906
C -1.2235 2.0891 1.9606
C -1.3899 1.3579 0.7842
C 0.0298 2.7534 3.9856
H -1.9354 -3.8204 -3.6985
H -0.7886 -3.0341 -4.7866
H -2.4512 -2.4712 -4.7049
H -2.4443 -0.4717 -3.8778
H -2.0758 0.9827 -1.8913
H 0.8794 -1.9731 -0.6237
H -0.0612 -3.4334 -2.4376
H 1.6052 -0.3063 0.8112
H 1.5557 0.7336 3.0662
H -2.0095 2.8125 2.1198
H -2.3190 1.4174 0.2368
H -0.8678 3.3270 4.2167
H 0.8504 3.4456 3.7970
H 0.3157 2.2161 4.8899
Cl 7.0815 0.0754 1.1168
Cl 3.5511 2.5950 2.7967
Cl 3.8300 -2.2730 1.1209


(2)
21
Properties=species:S:1:pos:R:3 method="wB97M-V/def2-TZVPD" de_lowest_kj_mol=719.68 spin_multiplicity=1
C -1.7066 0.9499 -0.7909
C -0.8773 2.1862 -0.7484
C 1.1216 -0.8326 -1.5998
C 0.3067 -0.7340 -0.4075
N -2.8695 0.9505 -0.0466
C -0.3615 -0.6574 0.5948
C 1.6225 -2.0599 1.5370
C 2.4169 -1.2236 2.1845
H -1.7816 0.4059 -1.7230
H -2.8222 1.3834 0.8659
H -3.4100 0.0981 -0.0445
H -0.9184 -0.6015 1.4983
H 1.6905 -3.1438 1.6647
H -0.5732 2.4242 0.2766
H 0.0302 2.0661 -1.3387
H -1.4270 3.0564 -1.1377
H 2.0484 -0.2695 -1.4758
H 1.3839 -1.8764 -1.7810
H 0.5874 -0.4473 -2.4730
H 2.3407 -0.1411 2.0557
H 3.1985 -1.5337 2.8894


| no. | calculated total energy (eV) |
| --- | --- |
| 1 | -57214.568 |
| 2 | -8952.474 |